C3H4N2O2 | ωB97M-V with the def2-TZVPD basis set

Values from the calculation:
- energy relative to the best compared isomer or geometry (same formula, charge and spin) (kcal/mol) = 81.4
- E_LUMO (eV) = 0.38
- SMILES = COC(=O)NC#N
- HOMO-LUMO gap (eV) = 10.86
- E_HOMO (Eh) = -0.385

CARTESIAN COORDINATES (ANGSTROEM)
C 1.39 1.03 0.79
N -0.73 -0.96 -0.87
C -0.56 -0.45 0.37
O 0.88 -0.16 0.17
C -1.88 -1.15 -1.50
O -1.23 -0.10 1.28
N -2.85 -1.52 -2.01
H 0.44 -0.65 -1.07
H 2.47 0.93 0.84
H 1.10 1.91 0.21
H 0.98 1.11 1.79